{"formula": "C31H39ClF5N4O4S2SiV", "method": "ωB97M-V with the def2-TZVPD basis set", "symbols": ["V", "O", "C", "O", "C", "C", "Cl", "N", "N", "C", "C", "O", "O", "C", "C", "C", "C", "C", "C", "H", "H", "H", "H", "H", "H", "C", "Si", "C", "C", "C", "C", "C", "C", "C", "C", "H", "H", "H", "H", "H", "H", "H", "H", "H", "H", "H", "H", "H", "H", "H", "H", "H", "H", "H", "H", "H", "F", "C", "C", "F", "C", "F", "C", "S", "C", "F", "C", "F", "C", "N", "C", "C", "S", "N", "C", "C", "H", "H", "H", "H", "H", "H", "H", "H", "H", "H", "H", "H"], "xyz": [[0.265264, -0.197472, 0.169815], [1.635725, -1.698208, -5.150571], [0.822101, -0.666009, -5.215317], [0.527893, -0.153055, -6.269134], [0.256332, -0.152771, -3.918097], [-0.659083, 0.861845, -3.804199], [-1.249387, 1.837744, -5.063147], [-0.939971, 1.067039, -2.482965], [-0.166675, 0.255781, -1.734336], [0.524006, -0.508258, -2.573181], [1.392417, -1.563252, -1.937701], [1.907627, -2.438129, -2.643546], [1.502394, -1.466526, -0.676942], [-2.037285, 1.761418, -1.842785], [-3.088237, 2.314288, -2.564862], [-4.136598, 2.937173, -1.900663], [-4.168373, 3.007710, -0.517763], [-3.131577, 2.440346, 0.202122], [-2.080626, 1.829298, -0.454532], [1.775476, -2.037651, -4.202500], [-3.115205, 2.257672, -3.636735], [-4.943089, 3.362232, -2.484757], [-4.990505, 3.493695, -0.007696], [-3.130346, 2.465491, 1.286406], [-1.297203, 1.403760, 0.130990], [0.864331, 3.432993, -0.350283], [1.735688, 1.871972, 0.358017], [3.410174, 1.861140, -0.654397], [4.254393, 3.131613, -0.493299], [3.084158, 1.740511, -2.148936], [4.272174, 0.654815, -0.247312], [2.049600, 2.447225, 2.207087], [2.776134, 1.369793, 3.027256], [0.640490, 2.658901, 2.786709], [2.809228, 3.771265, 2.405901], [1.486729, 4.336031, -0.252943], [-0.086446, 3.632333, 0.158047], [0.638918, 3.305472, -1.419454], [3.687495, 4.035444, -0.750371], [5.126149, 3.083748, -1.168176], [4.635618, 3.247921, 0.519824], [2.505078, 2.597051, -2.514712], [2.523696, 0.833243, -2.372657], [4.017507, 1.694285, -2.731407], [4.610329, 0.735526, 0.792253], [5.168083, 0.592074, -0.887280], [3.724328, -0.286613, -0.340574], [2.381883, 0.367550, 2.848282], [2.687533, 1.584353, 4.105388], [3.845284, 1.348627, 2.784315], [-0.028307, 1.819103, 2.548991], [0.178655, 3.570432, 2.386431], [0.683868, 2.753481, 3.883317], [3.877207, 3.663433, 2.221034], [2.699619, 4.107649, 3.451291], [2.430150, 4.573080, 1.757921], [-2.377761, 0.614582, 6.720319], [-1.721229, 0.099201, 5.682003], [-0.654094, -0.745058, 5.879933], [-0.290717, -1.051550, 7.127861], [0.035948, -1.267469, 4.802785], [1.064665, -2.070583, 5.067628], [-0.298136, -0.980249, 3.483841], [0.594109, -1.617943, 2.130100], [-1.398848, -0.137709, 3.339325], [-1.818156, 0.212229, 2.114097], [-2.094312, 0.406632, 4.395816], [-3.124572, 1.232566, 4.181929], [-1.414406, -3.919217, -3.344270], [-1.921950, -4.494356, -2.101939], [-3.100052, -5.329873, -2.332088], [-2.010175, -3.656122, -0.981046], [-2.139008, -1.990557, -1.121551], [-2.012790, -4.308859, 0.196851], [-2.307574, -3.648284, 1.466576], [-1.582239, -5.693427, 0.339962], [-1.180950, -4.742932, -4.022413], [-0.500873, -3.369634, -3.153445], [-2.139530, -3.253303, -3.824409], [-3.891198, -4.754175, -2.832488], [-3.499805, -5.709376, -1.393078], [-2.832143, -6.179145, -2.964481], [-2.828633, -2.717309, 1.287567], [-1.387310, -3.429506, 2.005268], [-2.936490, -4.312112, 2.066374], [-1.117751, -6.038054, -0.575935], [-2.423522, -6.346362, 0.589249], [-0.855314, -5.750655, 1.151493]], "forces_ev_per_a": [[-0.4, -0.3, 1.8], [0.2, -0.3, 0.5], [-0.2, 0.2, 0.1], [0.0, -0.1, 0.1], [0.3, -0.4, 0.0], [-0.1, 0.2, -0.1], [0.0, 0.1, 0.0], [-0.5, 0.4, 0.2], [-0.1, -0.1, -1.5], [0.0, 0.0, -0.1], [0.1, 0.0, 0.2], [0.0, 0.0, -0.5], [0.3, -0.4, -0.9], [0.2, 0.0, -0.1], [-0.1, 0.0, -0.1], [0.0, 0.0, 0.0], [0.0, 0.1, -0.1], [0.0, 0.0, 0.1], [-0.1, -0.1, -0.3], [-0.1, 0.1, -0.2], [0.0, 0.0, 0.0], [0.0, 0.0, 0.0], [0.0, 0.0, 0.0], [0.0, 0.0, -0.1], [0.4, 0.1, 0.3], [0.0, 0.2, -0.2], [0.2, 0.6, 0.2], [0.1, 0.0, 0.1], [0.0, 0.0, -0.1], [0.1, 0.0, 0.0], [0.0, 0.0, 0.0], [0.1, 0.1, 0.1], [0.0, 0.1, 0.0], [-0.1, -0.1, 0.0], [-0.2, 0.1, 0.1], [-0.1, -0.1, -0.1], [0.1, 0.0, -0.1], [0.0, 0.0, 0.2], [0.1, -0.1, 0.1], [-0.1, 0.0, 0.1], [0.0, 0.0, -0.1], [0.1, -0.1, 0.0], [0.0, 0.0, 0.0], [-0.1, 0.0, 0.0], [0.0, 0.0, -0.1], [-0.1, 0.0, 0.1], [0.0, 0.0, 0.0], [-0.1, 0.0, 0.0], [0.0, 0.0, -0.1], [-0.1, 0.0, 0.0], [0.2, 0.2, 0.1], [0.1, -0.1, 0.1], [0.0, 0.0, -0.1], [0.0, 0.0, 0.0], [0.0, 0.0, -0.1], [0.1, -0.1, 0.1], [-0.2, 0.1, 0.3], [0.0, 0.0, 0.0], [0.2, -0.1, 0.0], [0.1, -0.1, 0.2], [0.0, 0.0, 0.1], [0.2, -0.2, 0.1], [-0.2, 0.1, -0.2], [0.1, -0.1, 0.3], [0.1, -0.1, 0.2], [-0.1, 0.1, -0.5], [0.0, 0.0, -0.1], [-0.1, 0.1, -0.1], [-0.1, -0.1, 0.1], [-0.1, 0.2, 0.0], [0.1, 0.0, 0.1], [0.0, -0.1, 0.0], [0.0, -0.1, 0.0], [0.0, 0.0, 0.0], [-0.1, -0.2, -0.1], [0.0, 0.1, 0.0], [0.0, 0.0, 0.0], [0.1, 0.1, 0.0], [0.0, 0.0, 0.0], [0.0, 0.0, 0.0], [0.0, 0.0, 0.0], [0.0, 0.0, 0.0], [-0.1, 0.1, -0.1], [0.1, 0.0, 0.0], [0.0, 0.0, -0.1], [0.0, 0.0, -0.1], [0.0, 0.0, 0.0], [0.0, 0.0, 0.0]], "lowdin_spin": [2.7214, -0.0007, -0.0009, -0.0009, 0.0031, 0.0342, 0.0098, 0.0098, 0.0017, 0.0584, 0.0228, 0.0247, 0.0228, 0.0022, 0.0006, 0.0009, 0.0010, 0.0021, 0.0118, -0.0002, 0.0000, 0.0001, 0.0001, 0.0001, 0.0087, -0.0008, 0.0149, -0.0016, -0.0011, 0.0004, -0.0001, -0.0020, 0.0006, 0.0027, -0.0013, -0.0005, -0.0001, 0.0000, -0.0001, -0.0002, 0.0000, 0.0000, 0.0004, 0.0000, 0.0000, 0.0000, 0.0002, 0.0010, 0.0000, 0.0000, 0.0026, 0.0000, 0.0001, 0.0000, -0.0002, -0.0002, 0.0001, 0.0003, 0.0002, 0.0001, 0.0006, 0.0001, 0.0067, 0.0159, 0.0024, 0.0100, 0.0002, 0.0000, 0.0002, 0.0012, 0.0001, 0.0023, 0.0085, 0.0010, 0.0007, 0.0001, 0.0000, 0.0001, 0.0001, 0.0001, 0.0000, 0.0000, 0.0001, 0.0004, 0.0001, 0.0000, 0.0001, 0.0000], "charge": -1, "multiplicity": 4, "homo_lumo_gap_ha": [0.236, 0.244], "energy_ha": -4714.18493, "lumo_energy_ev": [2.24, 2.20], "s2": 3.774}